(1)
The following is a quantum chemistry calculation of a structure of composition C56H44Cl4FN5OSiZr at a distorted geometry, from the OMol25 dataset.

Energy above the lowest of the compared OMol25 structures with the same formula, charge and spin = 0.0 kcal/mol
E_LUMO = -1.20 eV
Energy = -130254.43315 eV
Maximum force = 1.6 eV/A
HOMO level = -0.22973 Eh
Gap between HOMO and LUMO = 5.053 eV
Multiplicity = 1

Each line ends with the Mulliken charge.
CARTESIAN COORDINATES (ANGSTROEM)
1 Zr -0.12 -0.07 0.24  -0.07
2 Cl -6.18 7.17 -2.05  -0.22
3 C -5.13 5.86 -1.60  0.37
4 C -5.08 5.43 -0.28  -0.99
5 C -4.24 4.38 0.06  -0.12
6 C -3.44 3.76 -0.89  -0.21
7 C -3.51 4.20 -2.21  0.11
8 C -4.35 5.25 -2.57  -1.07
9 C -2.53 2.64 -0.50  1.81
10 C -2.75 1.38 -1.12  -0.45
11 C -3.72 1.06 -2.08  -1.33
12 C -3.54 -0.28 -2.43  -1.02
13 C -2.47 -0.75 -1.67  -0.05
14 C -2.09 -2.15 -1.44  0.09
15 C -1.72 -3.00 -2.41  0.42
16 C -1.67 -2.56 -3.81  -0.67
17 C -0.69 -2.97 -4.61  -1.29
18 C 0.44 -3.77 -4.02  1.84
19 Cl 1.18 -4.74 -5.35  -0.16
20 C -0.04 -4.68 -2.92  -1.07
21 C -1.05 -4.28 -2.14  -1.09
22 C -2.09 -2.53 -0.03  -0.10
23 N -1.47 -1.79 0.93  0.75
24 C -1.70 -2.45 2.12  -0.48
25 C -1.07 -2.10 3.34  1.74
26 C -1.32 -2.95 4.54  -0.15
27 C -1.96 -2.43 5.66  -0.08
28 C -2.21 -3.23 6.77  -0.94
29 C -1.82 -4.55 6.76  0.40
30 Cl -2.13 -5.56 8.14  -0.22
31 C -1.18 -5.10 5.65  -0.99
32 C -0.94 -4.29 4.55  -0.13
33 C -0.23 -1.04 3.47  -0.31
34 C 0.52 -0.70 4.65  -1.31
35 C 1.25 0.40 4.37  -1.73
36 C 0.94 0.78 3.01  -0.07
37 N 0.07 -0.11 2.47  0.30
38 C 1.29 2.04 2.44  0.93
39 C 0.32 2.67 1.63  0.58
40 C -0.05 4.07 1.61  -1.72
41 C -1.18 4.20 0.89  -1.68
42 C -1.54 2.89 0.39  0.19
43 N -0.59 1.97 0.87  0.65
44 C 2.62 2.61 2.81  1.00
45 C 3.02 3.95 2.69  -0.03
46 C 4.31 4.36 2.98  -1.22
47 C 5.26 3.45 3.39  0.29
48 Cl 6.88 3.97 3.75  -0.23
49 C 4.92 2.11 3.50  -1.21
50 C 3.63 1.71 3.20  -0.16
51 C -2.53 -3.55 1.89  -1.10
52 C -2.77 -3.61 0.53  -1.77
53 N -1.98 0.26 -0.87  1.16
54 H -5.70 5.91 0.46  0.41
55 H -4.21 4.04 1.09  0.52
56 H -2.89 3.73 -2.97  0.42
57 H -4.39 5.59 -3.60  0.42
58 H -4.50 1.72 -2.43  0.73
59 H -4.15 -0.87 -3.10  0.70
60 H -2.43 -1.89 -4.19  0.66
61 H -0.63 -2.70 -5.65  0.55
62 H 0.50 -5.60 -2.74  0.44
63 H -1.32 -4.86 -1.27  0.43
64 H -2.27 -1.39 5.66  0.49
65 H -2.71 -2.82 7.64  0.41
66 H -0.87 -6.13 5.66  0.41
67 H -0.44 -4.71 3.68  0.53
68 H 0.48 -1.23 5.59  0.60
69 H 1.89 0.96 5.03  0.65
70 H 0.41 4.87 2.17  0.63
71 H -1.73 5.11 0.71  0.57
72 H 2.34 4.69 2.34  0.15
73 H 4.58 5.41 2.87  0.43
74 H 5.67 1.39 3.79  0.39
75 H 3.40 0.65 3.24  0.57
76 H -2.92 -4.21 2.66  0.67
77 H -3.39 -4.31 -0.02  0.69
78 C 0.19 2.03 -2.54  0.41
79 Si 0.57 0.46 -3.46  0.55
80 C 2.25 0.64 -4.27  -1.16
81 C -0.67 0.36 -4.83  -1.27
82 N 0.60 -0.82 -2.19  0.69
83 C 1.17 -1.96 -2.26  0.33
84 C 1.60 -2.71 -3.52  -0.36
85 C 2.87 -3.48 -3.35  -1.09
86 C 3.26 -3.94 -2.16  -0.95
87 C 2.52 -3.56 -0.96  -0.08
88 C 1.56 -2.66 -1.03  -0.72
89 F 1.02 -2.22 0.12  -0.07
90 H 0.93 2.82 -2.76  0.70
91 H 0.21 1.87 -1.47  -0.24
92 H -0.80 2.40 -2.80  -0.29
93 H 2.11 1.28 -5.15  0.51
94 H 2.71 -0.29 -4.61  0.29
95 H 2.97 1.13 -3.61  0.29
96 H -0.58 1.30 -5.39  0.50
97 H -1.69 0.29 -4.44  0.25
98 H -0.50 -0.47 -5.52  0.29
99 H 1.65 -2.02 -4.36  0.56
100 H 3.44 -3.73 -4.24  0.53
101 H 4.14 -4.56 -2.06  0.50
102 H 2.81 -3.93 0.02  0.52
103 C 4.09 -0.04 -0.11  -1.36
104 C 2.89 0.76 -0.59  1.86
105 C 3.15 2.26 -0.48  -1.35
106 O 1.74 0.37 0.12  -0.15
107 H 4.99 0.26 -0.67  0.38
108 H 3.92 -1.11 -0.26  0.23
109 H 4.26 0.16 0.95  0.16
110 H 2.74 0.52 -1.64  -1.14
111 H 3.70 2.50 0.43  0.32
112 H 2.21 2.82 -0.46  0.24
113 H 3.73 2.60 -1.34  0.44

(2)
The following is a quantum chemistry calculation of an isolated molecule of C2H7N3O at a distorted geometry, from the OMol25 dataset.

Energy above the lowest of the compared OMol25 structures with the same formula, charge and spin = 64.6 kcal/mol
E_LUMO = 0.75 eV
Energy = -8703.47377 eV
Maximum force = 4.4 eV/A
HOMO level = -0.31638 Eh
Gap between HOMO and LUMO = 9.361 eV
Multiplicity = 1

Each line ends with the Mulliken charge.
CARTESIAN COORDINATES (ANGSTROEM)
1 N -2.26 -0.88 0.45  -0.59
2 N -1.50 -0.20 -0.61  -0.20
3 C -0.33 0.45 -0.15  -0.81
4 C 1.25 -0.52 -0.24  0.50
5 N 2.36 0.15 0.16  -0.38
6 O 1.14 -1.71 -0.52  -0.58
7 H -1.54 -1.27 0.98  0.28
8 H -2.77 -0.14 1.02  0.27
9 H -1.33 -0.75 -1.39  0.26
10 H -0.18 1.36 -0.73  0.37
11 H -0.42 0.63 0.88  0.40
12 H 2.55 1.11 0.22  0.22
13 H 3.15 -0.50 -0.05  0.27

(3)
The following is a quantum chemistry calculation of a structure of composition C33H38BrI3IrNO at a distorted geometry, from the OMol25 dataset.

Energy above the lowest of the compared OMol25 structures with the same formula, charge and spin = 30.7 kcal/mol
Total charge = +1
E_LUMO (alpha / beta) = -5.79 / -5.81 eV
Energy = -135550.15987 eV
Maximum force = 2.3 eV/A
<S²> = 1.037
HOMO level (alpha / beta) = -0.36507 / -0.36457 Eh
Gap between HOMO and LUMO (alpha / beta) = 4.142 / 4.112 eV
Multiplicity = 2

Each line ends with the Mulliken spin population.
CARTESIAN COORDINATES (ANGSTROEM)
1 Ir 1.10 1.14 -1.19  0.15
2 C -1.95 -6.42 0.80  0.01
3 C -0.63 -5.74 1.16  0.05
4 C 0.53 -6.54 0.53  0.03
5 C -0.48 -5.74 2.69  0.03
6 C -0.55 -4.32 0.64  0.06
7 C 0.60 -3.55 0.93  0.03
8 C 0.71 -2.29 0.45  0.11
9 Br 2.27 -1.30 0.88  0.00
10 C -0.28 -1.67 -0.39  0.13
11 O -0.09 -0.52 -0.87  0.26
12 C -1.48 -2.44 -0.65  0.10
13 C -1.56 -3.71 -0.12  -0.03
14 C -2.66 -1.93 -1.47  0.05
15 C -3.90 -1.89 -0.56  0.03
16 C -2.91 -2.89 -2.65  0.02
17 C -2.49 -0.52 -2.07  -0.01
18 H -1.95 -7.44 1.18  0.00
19 H -2.10 -6.47 -0.28  0.00
20 H -2.80 -5.90 1.25  0.00
21 H 0.50 -7.56 0.88  0.00
22 H 1.50 -6.11 0.78  0.00
23 H 0.43 -6.55 -0.56  0.00
24 H -0.60 -6.76 3.06  0.00
25 H -1.23 -5.11 3.16  0.00
26 H 0.51 -5.40 3.01  0.00
27 H 1.40 -3.96 1.53  0.01
28 H -2.46 -4.28 -0.32  0.00
29 H -4.13 -2.87 -0.14  0.00
30 H -4.77 -1.56 -1.14  0.00
31 H -3.74 -1.18 0.26  -0.01
32 H -3.20 -3.89 -2.31  0.00
33 H -2.01 -2.98 -3.26  0.00
34 H -3.71 -2.50 -3.27  0.00
35 H -2.34 0.23 -1.30  0.01
36 H -3.41 -0.26 -2.61  0.00
37 H -1.67 -0.48 -2.78  0.00
38 I 0.62 2.59 -3.63  -0.01
39 C 1.89 4.07 -2.83  -0.01
40 C 1.95 5.27 -3.46  0.01
41 C 2.89 6.23 -3.04  -0.01
42 C 3.77 5.91 -2.04  0.01
43 C 3.70 4.67 -1.37  -0.01
44 C 4.63 4.33 -0.36  0.04
45 C 4.56 3.13 0.28  -0.02
46 C 3.51 2.23 -0.03  -0.01
47 C 2.56 2.52 -0.98  -0.01
48 C 2.69 3.73 -1.72  -0.01
49 H 1.31 5.48 -4.31  0.00
50 H 2.92 7.19 -3.52  0.00
51 H 4.53 6.62 -1.75  0.00
52 H 5.41 5.03 -0.11  0.00
53 H 5.28 2.85 1.03  0.00
54 H 3.47 1.29 0.51  0.01
55 I 2.81 -0.61 -2.54  0.00
56 I 3.18 0.14 -5.50  0.00
57 C -0.26 3.19 3.90  0.00
58 N 0.78 2.68 3.04  0.01
59 C 1.62 3.66 2.40  0.00
60 C 0.51 1.48 2.28  -0.02
61 C -0.59 1.73 1.25  0.02
62 C -1.90 1.75 1.74  -0.02
63 C -2.93 2.34 1.01  0.02
64 C -2.63 2.93 -0.21  -0.01
65 C -1.36 2.79 -0.75  0.05
66 C -0.33 2.14 -0.06  -0.08
67 H 0.18 3.87 4.64  0.00
68 H -0.74 2.37 4.44  0.00
69 H -1.04 3.75 3.35  0.00
70 H 1.72 4.54 3.03  0.00
71 H 1.24 3.97 1.42  0.00
72 H 2.62 3.24 2.25  0.00
73 H 0.20 0.69 2.97  0.00
74 H 1.44 1.20 1.79  0.01
75 H -2.11 1.31 2.70  0.00
76 H -3.93 2.39 1.42  0.00
77 H -3.39 3.48 -0.76  0.00
78 H -1.20 3.22 -1.73  0.00

(4)
The following is a quantum chemistry calculation of an isolated molecule of C6H9NO at a distorted geometry, from the OMol25 dataset.

Energy above the lowest of the compared OMol25 structures with the same formula, charge and spin = 148.3 kcal/mol
E_LUMO = 0.35 eV
Energy = -9899.17388 eV
Maximum force = 9.7 eV/A
HOMO level = -0.31466 Eh
Gap between HOMO and LUMO = 8.911 eV
Multiplicity = 1

Each line ends with the Mulliken charge.
CARTESIAN COORDINATES (ANGSTROEM)
1 C 1.78 0.48 -1.60  -0.69
2 C 0.98 0.02 -0.62  0.19
3 C 0.53 0.74 0.55  0.43
4 C 0.63 2.12 0.71  -0.14
5 O 1.24 3.07 0.07  -0.61
6 C -0.73 0.45 0.99  -0.17
7 N -1.58 -0.63 0.62  -0.22
8 C -0.94 -1.93 0.08  -0.91
9 H 2.09 -0.53 -2.32  0.26
10 H 2.01 1.58 -1.15  0.26
11 H 0.34 -0.93 -1.00  -0.25
12 H 0.04 2.34 1.53  0.37
13 H -1.53 1.26 1.39  0.18
14 H -2.29 -0.90 1.12  0.26
15 H -0.87 -1.87 -1.02  0.43
16 H 0.02 -2.48 0.50  0.29
17 H -1.72 -2.82 0.17  0.33